9
Properties=species:S:1:pos:R:3:forces:R:3:nbo_charge:R:1 method="wB97M-V/def2-TZVPD" max_force_ev_per_a=3.2 homo_ha=-0.325 relative_energy_ev=1.781 mol_weight_g_mol=218.00 orbital_gap_ev=8.2
C 2.3045 -0.0772 0.2113 0.0 -0.1 -0.8 -0.83
C -0.2809 -0.5071 -0.2341 -1.8 2.6 -0.2 -0.72
P 1.2844 -0.2403 -1.1074 0.6 0.1 0.6 0.73
S -1.4254 1.3734 -0.2973 1.4 -2.3 0.2 -0.17
I 4.3662 0.2019 -0.0412 -0.4 0.0 0.1 0.19
H 1.9925 -0.1070 1.2441 0.0 0.0 0.1 0.22
H -0.9858 -1.1413 -0.7554 0.1 -0.2 0.0 0.24
H -0.2404 -0.6822 0.8308 0.0 -0.1 0.1 0.23
H -0.7656 1.8764 -1.3434 0.1 0.0 -0.1 0.12